# C17H28O4S2

C17H28O4S2 as an isolated structure at a distorted geometry (wB97M-V/def2-TZVPD, the OMol25 dataset).

Geometry (Å):
C 0.34921 4.10929 1.91298
C 0.34924 2.62390 1.50192
C 1.51997 1.91463 2.10509
C 2.91318 2.60518 1.90496
H 3.60892 2.19177 2.49216
H 3.09076 3.69662 2.25258
S 3.51407 2.50378 0.29259
O 4.74694 2.73400 -0.07437
O 2.55991 3.55926 -0.69196
C 2.82686 0.85427 -0.29169
C 2.03531 0.67895 -1.40051
C 1.32847 -0.50900 -1.62768
H 1.71679 -1.32915 -0.86508
C -0.12054 -0.71667 -1.07295
H -0.58728 0.40968 -0.69242
C -0.82540 -1.23407 -2.12461
C -0.97207 -0.09464 -3.02219
C 0.36633 0.02727 -3.57516
H 0.61377 0.72341 -4.46592
C 1.24333 -1.09661 -3.00515
H 2.03497 -1.19106 -3.51447
C 0.29484 -2.17417 -2.87446
H 0.46206 -3.00437 -2.27629
H -0.08378 -2.61648 -3.78485
H -1.89310 0.69942 -3.63066
H -1.97361 -1.69307 -1.99301
S -0.22420 -1.66092 0.68970
O -0.17555 -3.11474 -0.00267
O 1.07208 -1.24444 1.39289
C -1.63415 -1.30529 1.54610
C -2.97029 -1.36087 0.62221
C -3.36430 -2.69441 0.32222
C -3.65638 -3.72397 1.49730
H -4.50880 -3.18159 2.21821
H -3.97810 -4.62715 1.25310
H -2.74901 -3.91372 2.00378
H -2.56855 -3.15278 -0.23717
H -3.94938 -2.96126 -0.28756
H -2.89634 -0.73335 -0.17586
H -3.58040 -0.98809 1.30869
H -1.41869 -0.36911 1.92094
H -1.32936 -1.95904 2.38076
H 1.58806 1.60632 -1.67295
H 3.36060 0.12702 0.37517
H 1.65035 1.08259 1.87017
H 1.33389 1.99969 3.33769
H 0.53651 2.59365 0.53787
H -0.57134 2.11072 1.90948
H 0.27829 4.35788 2.84699
H 1.28010 4.82977 1.41909
H -0.64419 4.61095 1.44501

**Total energy**: -1761.2420 Ha
**HOMO energy**: -8.8 eV
**Frontier orbital gap**: 9.20 eV
**Total charge**: 0



# C17H29BGeIrN4O2S3

C17H29BGeIrN4O2S3 as an isolated structure at a distorted geometry (wB97M-V/def2-TZVPD, the OMol25 dataset).

Geometry (Å):
Ir -1.56519 -0.29724 0.47468
N -4.96899 -2.20008 0.50505
C -4.65626 -1.26030 1.41642
N -3.54004 -0.60317 1.56048
C -3.56685 0.19221 2.68622
C -4.76913 0.11881 3.42334
S -5.89390 -0.92822 2.64648
C -2.47554 0.98264 3.04428
C -2.40610 1.73545 4.23763
S -0.95461 2.66125 4.29374
C -0.52107 1.96982 2.71263
N -1.37348 1.11570 2.22306
N 0.64320 2.37135 2.18671
H -4.35394 -2.36315 -0.27659
H -5.92890 -2.49287 0.44988
H -5.05471 0.67507 4.28569
H -3.09635 1.75367 5.05088
H 1.10899 3.14215 2.63387
H 0.92276 2.12267 1.24387
C -0.43418 -3.38909 -3.08843
Ge -1.82986 -1.97396 -2.92877
C -1.63789 -0.36441 -4.08601
C -3.46865 -2.87173 -3.68085
C -2.33162 -1.50374 -1.03511
H 0.04479 -3.33278 -4.06057
H -0.90094 -4.36566 -2.99816
H 0.32886 -3.28721 -2.32820
H -1.06383 -0.59960 -4.97757
H -1.13850 0.44230 -3.56496
H -2.62308 -0.02455 -4.39340
H -3.28902 -3.12096 -4.72330
H -4.33899 -2.22227 -3.64613
H -3.71205 -3.79363 -3.16160
H -2.44362 -2.49089 -0.56121
H -3.32823 -1.07123 -1.20072
S 0.76265 -0.63205 -1.87601
C 0.33962 -0.32596 -0.26232
C 5.12899 -0.20169 0.20362
C 3.89225 0.50256 0.75269
C 4.07426 0.74383 2.25447
O 2.76832 -0.36893 0.60872
B 1.69447 0.32869 0.15043
O 2.03053 1.66367 -0.08210
C 3.45783 1.78657 -0.03972
C 3.94960 1.77952 -1.49335
C 3.85714 3.11153 0.60648
H 5.32647 -1.08190 0.81048
H 5.99183 0.45719 0.24818
H 4.96549 -0.52800 -0.81731
H 4.17057 -0.22385 2.74302
H 3.20468 1.24536 2.67245
H 4.96798 1.32755 2.44955
H 3.60005 0.88489 -2.00250
H 5.03245 1.83281 -1.54089
H 3.53389 2.64201 -2.00850
H 3.44498 3.21723 1.60415
H 3.48217 3.92934 -0.00574
H 4.94074 3.18328 0.66088

**Total energy**: -4435.3830 Ha
**HOMO energy (alpha / beta)**: -6.9 / -6.9 eV
**Frontier orbital gap (alpha / beta)**: 6.77 / 6.70 eV
**2S+1**: 2
**Total charge**: 0



# C17H29BNO4P2Ti

C17H29BNO4P2Ti as an isolated structure at a distorted geometry (wB97M-V/def2-TZVPD, the OMol25 dataset).

Geometry (Å):
C -0.85510 0.83127 -4.20138
C -1.02189 0.44966 -2.84803
N 0.00773 0.78152 -1.98787
C 0.85928 1.79793 -2.29171
C 0.77384 2.43837 -3.52153
C -0.05298 1.91237 -4.51103
C -2.12652 -0.24827 -2.36668
P -2.25022 -0.82026 -0.67546
Ti 0.12652 -0.21943 -0.15567
P 2.05560 1.14111 0.24278
C 1.74703 2.36930 -1.16770
O -0.31217 -3.70740 -3.90314
O 0.66314 -4.55112 -0.58311
H -1.48775 0.34735 -4.92209
H 1.36617 3.33881 -3.68110
H -0.10609 2.37508 -5.49103
C -3.60576 0.35326 -0.43543
C -2.88932 -2.47038 -0.27980
H 2.72635 2.74622 -1.54922
H 1.22220 3.22784 -0.68761
H -1.11742 -3.17360 -4.00520
H -2.74736 -0.65204 -3.18558
C 2.22857 2.21671 1.68447
C 3.72359 0.56671 -0.16167
H 1.31641 -1.28018 0.20174
H 0.06106 -4.44408 0.21034
H 0.18197 -4.09302 -1.31643
H 0.33269 -3.26480 -4.48425
H -0.81593 0.31153 1.33961
H 1.64055 -0.97834 0.88746
H -4.39546 -0.02742 -1.08587
H -3.95532 0.51481 0.57730
H -3.27038 1.29794 -0.86568
H -3.66643 -2.75560 -0.99126
H -2.12079 -3.25044 -0.32231
H -3.30384 -2.49232 0.73850
H 4.42433 1.40841 -0.08661
H 3.99500 -0.21928 0.55687
H 3.72640 0.16910 -1.18825
H 3.23038 2.66901 1.68213
H 1.45563 2.99891 1.64962
H 2.07546 1.59388 2.57392
O -0.34714 -1.75546 2.49038
B -0.07106 -0.34475 2.12849
O 0.29376 0.35368 3.32276
C 0.18944 -0.55427 4.33279
C 0.31540 -0.29174 5.67673
C 0.06194 -1.34307 6.56496
C -0.30246 -2.61830 6.09147
C -0.43300 -2.87316 4.71772
C -0.18627 -1.82071 3.84061
H 0.60500 0.70871 6.01381
H 0.14106 -1.17512 7.63794
H -0.48509 -3.44062 6.78674
H -0.73154 -3.84699 4.30620

**Total energy**: -2577.6473 Ha
**HOMO energy (alpha / beta)**: -10.0 / -9.9 eV
**Frontier orbital gap (alpha / beta)**: 5.91 / 5.66 eV
**Total charge**: +1



# C17H29Br2OPS

C17H29Br2OPS in the gas phase at a distorted geometry (wB97M-V/def2-TZVPD, the OMol25 dataset).

Geometry (Å):
C 1.34162 1.80343 5.31901
C 1.45480 1.92362 4.11585
C 1.28534 1.84718 2.62070
C 0.68174 0.48183 2.17887
C 0.96671 -0.01647 0.70766
C -0.02384 -1.22897 0.67200
C -0.42030 -1.73721 -0.74531
C -0.49780 -0.64110 -1.85463
C -0.50305 -1.36716 -3.26259
C 0.35095 -0.50462 -4.26051
C 1.88427 -0.77268 -4.11723
C 2.79295 0.44010 -4.48161
C 2.43052 1.75797 -3.72656
P 0.60431 -2.81941 1.54624
S -0.31133 -4.44000 0.98357
O -1.11529 -0.87388 1.52521
C -0.77910 0.06488 2.58326
C -1.95220 1.07122 2.45678
Br -1.81153 2.59315 3.72587
C -3.29740 0.31560 2.81555
C -4.54505 1.24574 2.66297
Br -3.24606 -0.22910 4.73810
H 1.48588 1.60138 6.37726
H 0.71723 2.69062 2.18283
H 2.31073 1.89816 2.18375
H 1.30637 -0.23993 2.76759
H 0.77311 0.82232 0.01499
H 2.01697 -0.36062 0.73611
H -1.39416 -2.26985 -0.73967
H 0.33630 -2.48100 -1.08094
H -1.39144 0.01119 -1.78231
H 0.38846 0.02696 -1.88037
H -1.52902 -1.53946 -3.64160
H -0.00140 -2.35645 -3.19581
H 0.05265 -0.81573 -5.28879
H 0.09010 0.57355 -4.17868
H 2.05675 -1.11553 -3.06750
H 2.20483 -1.61743 -4.76901
H 3.83162 0.17121 -4.17264
H 2.82954 0.59301 -5.57805
H 2.16494 1.58204 -2.66506
H 1.56610 2.22104 -4.25295
H 3.27408 2.48008 -3.74072
H 2.02444 -2.88495 1.50792
H 0.27560 -2.59538 2.91753
H -0.68210 -0.48917 3.53462
H -2.03673 1.43091 1.41424
H -3.41140 -0.61285 2.23224
H -4.68208 1.77816 3.62465
H -5.45600 0.62766 2.51702
H -4.41165 1.95592 1.82015

**Total energy**: -6627.8527 Ha
**HOMO energy**: -8.6 eV
**Frontier orbital gap**: 9.01 eV
**Total charge**: 0
**SMILES**: C#CC[C@@H]1C[C@@](CCCCCCC)([PH2]=S)O[C@@H]1[C@H](Br)[C@H](C)Br



What did the third record say?
# C17H29BNO4P2Ti

C17H29BNO4P2Ti as an isolated structure at a distorted geometry (wB97M-V/def2-TZVPD, the OMol25 dataset).

Geometry (Å):
C -0.85510 0.83127 -4.20138
C -1.02189 0.44966 -2.84803
N 0.00773 0.78152 -1.98787
C 0.85928 1.79793 -2.29171
C 0.77384 2.43837 -3.52153
C -0.05298 1.91237 -4.51103
C -2.12652 -0.24827 -2.36668
P -2.25022 -0.82026 -0.67546
Ti 0.12652 -0.21943 -0.15567
P 2.05560 1.14111 0.24278
C 1.74703 2.36930 -1.16770
O -0.31217 -3.70740 -3.90314
O 0.66314 -4.55112 -0.58311
H -1.48775 0.34735 -4.92209
H 1.36617 3.33881 -3.68110
H -0.10609 2.37508 -5.49103
C -3.60576 0.35326 -0.43543
C -2.88932 -2.47038 -0.27980
H 2.72635 2.74622 -1.54922
H 1.22220 3.22784 -0.68761
H -1.11742 -3.17360 -4.00520
H -2.74736 -0.65204 -3.18558
C 2.22857 2.21671 1.68447
C 3.72359 0.56671 -0.16167
H 1.31641 -1.28018 0.20174
H 0.06106 -4.44408 0.21034
H 0.18197 -4.09302 -1.31643
H 0.33269 -3.26480 -4.48425
H -0.81593 0.31153 1.33961
H 1.64055 -0.97834 0.88746
H -4.39546 -0.02742 -1.08587
H -3.95532 0.51481 0.57730
H -3.27038 1.29794 -0.86568
H -3.66643 -2.75560 -0.99126
H -2.12079 -3.25044 -0.32231
H -3.30384 -2.49232 0.73850
H 4.42433 1.40841 -0.08661
H 3.99500 -0.21928 0.55687
H 3.72640 0.16910 -1.18825
H 3.23038 2.66901 1.68213
H 1.45563 2.99891 1.64962
H 2.07546 1.59388 2.57392
O -0.34714 -1.75546 2.49038
B -0.07106 -0.34475 2.12849
O 0.29376 0.35368 3.32276
C 0.18944 -0.55427 4.33279
C 0.31540 -0.29174 5.67673
C 0.06194 -1.34307 6.56496
C -0.30246 -2.61830 6.09147
C -0.43300 -2.87316 4.71772
C -0.18627 -1.82071 3.84061
H 0.60500 0.70871 6.01381
H 0.14106 -1.17512 7.63794
H -0.48509 -3.44062 6.78674
H -0.73154 -3.84699 4.30620

**Total energy**: -2577.6473 Ha
**HOMO energy (alpha / beta)**: -10.0 / -9.9 eV
**Frontier orbital gap (alpha / beta)**: 5.91 / 5.66 eV
**Total charge**: +1



- Among the records above, which one has the highest total energy?
  C17H28O4S2